Record 1
Computed, not measured: a single C4H4N2 molecule at a distorted geometry, with ωB97M-V/def2-TZVPD.

Positions of all 10 atoms, in Å:
N (0.79, -1.23, 1.58)
N (0.52, 1.38, -1.49)
C (-0.53, 1.37, -0.80)
C (-0.10, -1.45, 0.74)
C (0.59, 0.92, -0.06)
C (0.92, -0.66, 0.18)
H (-1.61, 1.74, -0.92)
H (1.79, -1.20, -0.24)
H (0.78, 1.60, 0.79)
H (-1.03, -2.08, 0.75)

Properties
Orbital gap in eV: 10.8
E_tot in eV: -7187.8304
Relative energy (zero: lowest compared OMol25 entry of this formula, charge and spin) in eV: 4.858
SMILES: C1=N[C@@H]1[C@@H]1C=N1
Largest force on an atom in eV/Å: 3.418
E_HOMO in eV: -9.777

=====

Record 2
Computed, not measured: 2 unconnected molecules or ions with the total composition C4H12O3 at a distorted geometry, with ωB97M-V/def2-TZVPD.

Positions of all 19 atoms, in Å:
O (-0.46, 1.41, -1.83)
O (-0.02, 4.20, -0.21)
O (-0.12, -0.76, 1.93)
C (0.92, -2.32, 0.39)
C (-0.76, -0.58, -0.41)
C (-0.38, -1.55, 0.75)
C (0.04, 0.63, -0.69)
H (0.06, 1.32, 0.18)
H (1.07, 0.23, -0.75)
H (-1.17, -2.35, 0.89)
H (1.79, -1.67, 0.35)
H (-0.52, -1.15, -1.38)
H (-1.87, -0.33, -0.46)
H (-0.98, -0.73, 2.32)
H (1.21, -2.96, 1.20)
H (1.01, -2.82, -0.52)
H (0.21, 1.99, -2.18)
H (-0.54, 4.05, 0.62)
H (0.49, 3.39, -0.20)

Properties
Orbital gap (spin up / spin down) in eV: 12.0 / 4.5
E_tot in eV: -10473.3444
Relative energy (zero: lowest compared OMol25 entry of this formula, charge and spin) in eV: 2.917
Net charge: +1
⟨S²⟩: 0.755
Multiplicity: 2
Largest force on an atom in eV/Å: 3.892
E_HOMO (spin up / spin down) in eV: -15.569 / -14.984

=====

Record 3
Computed, not measured: a single C20H31N3O4S molecule at a distorted geometry, with ωB97M-V/def2-TZVPD.

Positions of all 59 atoms, in Å:
S (-0.97, 3.68, 0.85)
O (-4.98, 0.64, -0.90)
O (1.42, 2.75, 1.06)
O (-5.60, 2.04, 0.74)
O (0.84, -0.83, -1.51)
N (2.08, -0.40, 0.31)
N (0.25, 1.72, -0.57)
N (-2.00, 2.20, -0.99)
C (5.54, 3.11, 0.78)
C (2.49, 0.92, -0.14)
C (-5.47, -0.49, -0.17)
C (1.27, -1.19, -0.42)
C (4.43, 2.57, -0.13)
C (-1.04, -3.69, 1.32)
C (-0.96, -4.81, 0.28)
C (-5.07, 1.83, -0.32)
C (5.00, 2.26, -1.51)
C (-2.99, 3.03, -0.56)
C (-2.63, 3.90, 0.42)
C (1.36, 1.91, 0.19)
C (3.80, 1.33, 0.51)
C (0.97, -3.64, -0.81)
C (-0.55, -2.38, 0.73)
C (0.89, -2.51, 0.22)
C (-4.36, 2.89, -1.15)
C (0.48, -4.95, -0.22)
C (-4.43, -1.00, 0.81)
C (-0.91, 2.42, -0.35)
H (6.31, 2.36, 0.93)
H (-1.19, -2.09, -0.11)
H (6.00, 3.99, 0.34)
H (-5.70, -1.24, -0.93)
H (-4.23, -0.24, 1.57)
H (-4.29, 2.55, -2.18)
H (1.56, -2.73, 1.06)
H (5.13, 3.39, 1.75)
H (5.46, 3.15, -1.94)
H (-1.61, -4.57, -0.56)
H (-0.61, -1.58, 1.48)
H (0.36, -3.36, -1.68)
H (3.66, 3.34, -0.23)
H (-1.30, -5.75, 0.72)
H (0.53, -5.74, -0.98)
H (-3.23, 4.63, 0.91)
H (-0.43, -3.95, 2.19)
H (0.22, 0.95, -1.25)
H (2.34, -0.66, 1.25)
H (-4.91, 3.83, -1.07)
H (4.23, 1.92, -2.20)
H (-3.50, -1.22, 0.29)
H (5.77, 1.49, -1.44)
H (-2.07, -3.58, 1.67)
H (2.58, 0.86, -1.23)
H (-4.79, -1.90, 1.30)
H (3.60, 1.55, 1.57)
H (4.50, 0.50, 0.46)
H (1.12, -5.25, 0.61)
H (2.01, -3.75, -1.15)
H (-6.38, -0.20, 0.36)

Properties
Orbital gap in eV: 8.9
E_tot in eV: -44741.3430
Relative energy (zero: lowest compared OMol25 entry of this formula, charge and spin) in eV: 0.000
SMILES: CCOC(=O)Cc1csc(NC(=O)[C@@H](CC(C)C)NC(=O)C2CCCCC2)n1
Largest force on an atom in eV/Å: 1.137
E_HOMO in eV: -8.295

=====

Record 4
Computed, not measured: 3 unconnected molecules or ions with the total composition C13H27BrNO2P at a distorted geometry, with ωB97M-V/def2-TZVPD.

Positions of all 45 atoms, in Å:
Br (6.32, -5.31, -2.84)
P (3.93, -5.31, -2.80)
O (-1.93, 4.60, 2.06)
O (0.34, -1.27, 0.29)
N (-0.75, -5.37, -2.62)
C (-0.85, 6.81, 1.83)
C (1.33, -6.31, -3.40)
C (-1.08, 5.41, 1.27)
C (-4.05, 5.28, 0.99)
C (-0.06, -6.29, -3.29)
C (1.35, -4.34, -2.06)
C (-3.24, 5.09, 2.27)
C (-0.27, 1.12, 0.25)
C (1.47, -1.13, 1.14)
C (-0.69, -0.32, 0.47)
C (2.06, -5.32, -2.76)
C (1.14, -1.25, 2.62)
C (-0.03, -4.42, -2.03)
H (1.86, -3.53, -1.56)
H (-1.16, -0.44, 1.45)
H (0.16, 1.25, -0.75)
H (0.65, -2.21, 2.83)
H (-4.10, 4.34, 0.44)
H (-3.22, 6.02, 2.85)
H (1.99, -0.19, 0.94)
H (4.00, -3.95, -3.14)
H (-0.57, -3.66, -1.48)
H (-1.45, -0.59, -0.27)
H (4.03, -5.61, -1.44)
H (-1.46, 5.47, 0.24)
H (2.06, -1.19, 3.21)
H (-0.43, 6.74, 2.84)
H (-0.15, 7.35, 1.20)
H (-0.63, -7.06, -3.79)
H (-3.61, 6.03, 0.34)
H (1.81, -7.09, -3.97)
H (0.49, 1.44, 0.97)
H (2.14, -1.94, 0.86)
H (-1.77, 7.39, 1.88)
H (-1.12, 1.78, 0.35)
H (-0.14, 4.88, 1.22)
H (-5.06, 5.60, 1.24)
H (3.97, -6.36, -3.71)
H (0.47, -0.46, 2.96)
H (-3.73, 4.34, 2.90)

Properties
Orbital gap in eV: 9.9
E_tot in eV: -98833.1906
SMILES: Br[PH3]c1ccncc1.CCOCC.CCOCC
Largest force on an atom in eV/Å: 1.156
E_HOMO in eV: -9.480

=====

Record 5
Computed, not measured: a single C5H9NO molecule, with ωB97M-V/def2-TZVPD.

Positions of all 16 atoms, in Å:
O (-0.48, -2.04, -1.54)
N (1.67, 0.44, -1.15)
C (-0.58, -0.99, -0.95)
C (1.16, 0.42, 0.22)
C (-1.21, 0.34, -0.87)
C (-0.23, -0.19, 0.23)
C (-0.84, -0.53, 1.57)
H (-0.88, 1.15, -1.51)
H (1.82, -0.21, 0.83)
H (2.68, 0.39, -1.17)
H (-0.18, -1.17, 2.15)
H (-1.79, -1.06, 1.45)
H (1.13, 1.42, 0.69)
H (1.38, 1.28, -1.64)
H (-2.26, 0.39, -0.61)
H (-1.04, 0.38, 2.15)

Properties
Orbital gap in eV: 9.6
E_tot in eV: -8866.8066
Relative energy (zero: lowest compared OMol25 entry of this formula, charge and spin) in eV: 2.406
SMILES: C[C@]1(CN)CC1=O
Largest force on an atom in eV/Å: 0.560
E_HOMO in eV: -8.755

=====

Record 6
Computed, not measured: 5 unconnected molecules or ions with the total composition C46H109BN7O14P2S at a distorted geometry, with ωB97M-V/def2-TZVPD.

Positions of all 180 atoms, in Å:
S (0.08, 2.93, 2.64)
P (0.46, 4.28, 1.33)
P (-2.57, -0.12, -0.65)
O (-1.13, -6.22, 5.14)
O (4.84, -2.99, 1.37)
O (-0.46, 8.00, -0.34)
O (-2.45, -1.73, -0.09)
O (-4.14, -2.94, 4.31)
O (7.55, 2.77, -2.64)
O (-10.36, -6.92, 3.85)
O (-2.64, -0.02, -2.37)
O (-10.21, -3.91, 0.45)
O (8.21, -4.62, 3.94)
O (2.13, 1.98, -9.14)
O (6.77, 1.92, -0.47)
O (-1.56, 2.87, -6.65)
O (-3.95, 0.39, -0.17)
N (1.45, 7.72, 0.98)
N (2.02, 5.49, -4.23)
N (-4.21, -5.77, 5.22)
N (-0.64, 0.92, -8.90)
N (7.94, -2.72, 1.66)
N (2.01, 4.17, 0.43)
N (-8.59, -4.55, 2.86)
C (8.62, -5.75, 3.20)
C (2.78, 1.00, -8.35)
C (0.85, 6.03, -1.08)
C (5.56, -1.78, 1.59)
C (9.05, -3.48, 3.72)
C (-8.96, -6.98, 3.56)
C (-4.51, -4.60, 6.04)
C (5.54, 4.10, -1.53)
C (-5.12, -3.49, 5.20)
C (-10.95, -2.83, 0.99)
C (-1.12, -4.90, 4.62)
C (-1.31, 1.07, 0.08)
C (2.94, 4.68, -1.99)
C (-2.00, 1.31, -8.52)
C (0.89, 2.24, -0.98)
C (-2.18, 2.71, -7.92)
C (3.11, 4.52, 1.41)
C (2.17, 5.20, -0.69)
C (-1.08, -2.20, 0.00)
C (-8.80, -3.73, 0.54)
C (5.30, 1.62, 2.78)
C (-8.23, -5.65, 3.76)
C (2.00, 4.32, -3.26)
C (0.20, 0.89, -0.45)
C (5.00, -3.97, 2.40)
C (-0.21, 3.30, -6.71)
C (2.13, 2.75, -0.04)
C (-3.41, -6.79, 5.91)
C (-0.11, 1.70, -10.02)
C (-3.38, 1.55, -4.25)
C (-1.97, -6.41, 6.27)
C (0.69, 8.30, 2.13)
C (1.38, 1.42, -10.22)
C (-0.55, -1.90, 1.50)
C (5.04, 3.22, 2.73)
C (3.45, 3.57, 2.62)
C (6.99, -1.80, 1.03)
C (8.26, -2.37, 3.05)
C (-8.20, -4.79, 1.47)
C (4.03, 3.53, -1.77)
C (3.58, 2.42, -0.71)
C (0.58, 7.32, -0.13)
C (-3.57, 1.06, -2.72)
C (2.55, 8.60, 0.50)
C (-11.17, -6.54, 2.75)
C (-4.45, -3.18, 2.94)
B (6.64, 2.90, -1.50)
H (-8.54, -7.69, 4.28)
H (-5.20, -4.88, 6.84)
H (3.44, 0.38, -8.97)
H (-4.66, 0.77, -2.61)
H (-3.01, 0.71, -4.92)
H (4.09, 4.66, 0.82)
H (4.31, 2.28, 0.17)
H (0.91, 4.13, -3.00)
H (5.01, -1.01, 1.03)
H (-5.43, -2.76, 2.69)
H (-1.64, 2.15, -0.13)
H (5.76, 4.70, -2.49)
H (-0.01, 3.95, -7.57)
H (-11.32, -5.46, 2.73)
H (-9.59, -4.41, 2.90)
H (-1.28, 0.87, 1.21)
H (2.05, 0.36, -7.84)
H (-1.89, 3.51, -8.61)
H (8.85, -1.45, 3.06)
H (-8.78, -7.41, 2.57)
H (0.47, 2.44, -6.72)
H (-7.11, -4.76, 1.38)
H (6.15, 1.45, 3.51)
H (-3.71, -5.48, 4.39)
H (5.67, 1.33, 1.74)
H (-8.54, -2.72, 0.87)
H (-10.67, -1.89, 0.50)
H (-0.08, 5.43, -1.29)
H (2.09, 1.98, 0.82)
H (-3.28, 1.97, -2.08)
H (1.72, 1.92, -11.13)
H (-5.44, -2.67, 5.86)
H (1.55, 5.24, -5.11)
H (-12.01, -3.01, 0.81)
H (8.39, 3.24, -2.45)
H (-12.15, -7.00, 2.88)
H (3.45, 1.37, -1.16)
H (2.74, 8.53, -0.64)
H (-1.31, -1.27, 2.07)
H (3.22, 4.14, 3.59)
H (5.83, -4.63, 2.16)
H (5.67, 3.75, 1.94)
H (-0.21, 7.63, 2.30)
H (2.92, 2.58, 2.71)
H (0.44, 5.56, 2.01)
H (-4.42, 1.84, -4.65)
H (-1.27, -4.15, 5.40)
H (-0.39, -1.85, -0.83)
H (-0.65, 1.44, -10.94)
H (0.82, 0.33, 0.33)
H (3.57, 8.33, 0.98)
H (-0.71, 4.31, 0.46)
H (-2.66, 1.20, -9.38)
H (7.07, 1.09, -0.93)
H (0.01, 3.87, -5.80)
H (2.38, 9.70, 0.77)
H (-2.76, 2.51, -4.32)
H (7.35, -2.20, 3.63)
H (-8.39, -3.87, -0.46)
H (0.17, 3.07, -1.25)
H (2.36, 3.42, -3.86)
H (5.43, 3.61, 3.74)
H (-1.91, -5.55, 6.95)
H (-2.33, 0.58, -7.77)
H (-3.70, -2.67, 2.33)
H (1.10, 6.55, -2.08)
H (-0.15, -4.73, 4.16)
H (-3.94, -7.10, 6.82)
H (9.95, -3.74, 3.15)
H (-3.59, -4.20, 6.50)
H (-8.45, -5.30, 4.77)
H (-3.38, -7.66, 5.25)
H (-0.03, 1.04, -8.10)
H (7.54, -3.66, 1.65)
H (7.98, -6.59, 3.47)
H (1.57, 0.35, -10.34)
H (7.40, -0.79, 1.06)
H (-0.48, -2.91, 2.06)
H (5.61, 4.85, -0.68)
H (5.15, -3.51, 3.38)
H (9.66, -6.02, 3.43)
H (2.85, 6.03, -0.28)
H (4.36, 1.03, 3.07)
H (-7.15, -5.82, 3.71)
H (-10.79, -2.75, 2.07)
H (4.13, 2.97, -2.78)
H (0.43, 9.38, 1.89)
H (-3.25, 2.84, -7.74)
H (-1.88, -4.80, 3.84)
H (-1.12, -3.35, -0.10)
H (1.31, 8.25, 3.10)
H (-0.23, 2.78, -9.85)
H (0.14, 0.18, -1.36)
H (0.49, -1.44, 1.56)
H (4.10, -4.57, 2.43)
H (6.93, -2.09, -0.02)
H (3.54, 5.58, -2.38)
H (5.52, -1.48, 2.64)
H (2.84, 5.56, 1.83)
H (-10.77, -6.89, 1.79)
H (-6.01, -3.84, 4.66)
H (-1.55, -7.26, 6.82)
H (3.02, 5.69, -4.45)
H (9.38, -3.13, 4.71)
H (8.52, -5.58, 2.12)
H (-8.54, -5.77, 1.12)
H (3.38, 1.51, -7.60)
H (1.41, 1.95, -1.97)
H (-4.42, -4.25, 2.71)

Properties
Orbital gap in eV: 6.8
E_tot in eV: -118640.3663
Net charge: +1
Largest force on an atom in eV/Å: 6.369
E_HOMO in eV: -9.461

=====

Record 7
Computed, not measured: a single C24H21NO7S molecule, with ωB97M-V/def2-TZVPD.

Positions of all 54 atoms, in Å:
S (1.77, -0.54, 2.79)
O (2.93, -1.19, 3.33)
O (0.88, 0.18, 3.66)
O (-3.18, -1.14, 1.13)
O (-5.09, 1.04, -0.90)
O (-0.62, 3.24, -2.06)
O (0.80, 3.13, 0.41)
O (-3.05, -2.32, -0.79)
N (2.31, 0.57, 1.68)
C (-2.32, 1.49, 1.30)
C (2.54, -2.13, -2.38)
C (-1.08, 2.09, 1.41)
C (0.75, -3.71, 0.50)
C (-2.56, -1.95, 0.25)
C (2.46, -0.57, -0.54)
C (-0.47, 2.63, 0.28)
C (1.22, -1.84, -2.69)
C (-2.96, 1.41, 0.06)
C (0.52, -0.92, -1.93)
C (3.15, -1.50, -1.31)
C (-4.41, -0.58, 0.72)
C (-4.24, 0.69, -0.12)
C (3.16, 0.10, 0.62)
C (-2.38, 2.02, -1.05)
C (1.44, 3.41, -0.82)
C (-0.55, -3.41, 0.16)
C (1.46, -2.87, 1.34)
C (-1.15, 2.64, -0.95)
C (0.83, -1.74, 1.85)
C (-0.48, -1.46, 1.56)
C (1.14, -0.28, -0.87)
C (-1.18, -2.29, 0.69)
C (0.46, 4.10, -1.77)
H (3.75, 0.96, 0.25)
H (-2.89, 2.00, -2.00)
H (3.09, -2.85, -2.96)
H (-4.96, -0.33, 1.64)
H (0.58, 0.42, -0.28)
H (0.08, 5.02, -1.30)
H (1.79, 2.48, -1.28)
H (2.28, 4.06, -0.58)
H (-4.99, -1.30, 0.14)
H (0.73, -2.33, -3.52)
H (-2.79, 1.09, 2.18)
H (-0.94, -0.58, 1.99)
H (-0.51, -0.69, -2.16)
H (2.48, -3.06, 1.62)
H (-0.56, 2.13, 2.35)
H (3.86, -0.60, 1.09)
H (1.23, -4.59, 0.10)
H (0.93, 4.34, -2.72)
H (4.18, -1.73, -1.07)
H (-1.10, -4.04, -0.53)
H (1.65, 1.29, 1.46)

Properties
Orbital gap in eV: 9.1
E_tot in eV: -51886.4733
SMILES: O=C(COC(=O)c1cccc(S(=O)(=O)NCc2ccccc2)c1)c1ccc2c(c1)OCCO2
Largest force on an atom in eV/Å: 0.846
E_HOMO in eV: -8.983

=====

Record 8
Computed, not measured: 2 unconnected molecules or ions with the total composition C4H9N3O at a distorted geometry, with ωB97M-V/def2-TZVPD.

Positions of all 17 atoms, in Å:
O (-1.15, 0.95, -0.49)
N (-2.13, -1.15, -0.23)
N (2.06, -0.20, -1.18)
N (2.16, 0.11, 0.34)
C (1.34, -0.53, 0.98)
C (-1.03, -0.38, -0.06)
C (-0.74, 1.92, 0.47)
C (-0.01, -1.07, 0.41)
H (1.08, 0.20, -1.38)
H (-3.42, -0.50, -0.17)
H (-1.75, 2.75, 0.25)
H (-2.01, -2.18, -0.94)
H (2.74, 0.55, -1.63)
H (-0.69, -1.93, 0.77)
H (0.40, 2.29, -0.02)
H (-0.51, 1.39, 1.66)
H (1.41, -1.10, 2.06)

Properties
Orbital gap in eV: 8.5
E_tot in eV: -10802.0539
Relative energy (zero: lowest compared OMol25 entry of this formula, charge and spin) in eV: 10.408
Largest force on an atom in eV/Å: 7.691
E_HOMO in eV: -8.363

=====

Record 9
Computed, not measured: a molecular structure, C4H6NS at a distorted geometry, with ωB97M-V/def2-TZVPD.

Positions of all 12 atoms, in Å:
S (-0.97, -1.77, -1.39)
N (-0.04, 0.13, -0.43)
C (0.48, 0.98, 0.51)
C (-0.89, -0.77, 0.04)
C (0.21, -0.39, -1.71)
C (0.45, 0.52, 1.75)
H (-0.35, 0.08, -2.60)
H (0.72, 2.10, 0.29)
H (-1.68, -0.60, 0.86)
H (0.32, -0.65, 2.05)
H (0.57, 1.19, 2.54)
H (1.17, -0.83, -1.92)

Properties
Orbital gap in eV: 9.0
E_tot in eV: -16560.4317
Relative energy (zero: lowest compared OMol25 entry of this formula, charge and spin) in eV: 2.140
Net charge: +1
Largest force on an atom in eV/Å: 3.781
E_HOMO in eV: -14.422